Entry 1:
{
  "formula": "C66H148N8O10",
  "method": "the ωB97M-V functional and the def2-TZVPD basis",
  "species": ["C", "C", "C", "C", "C", "C", "C", "C", "C", "N", "O", "H", "H", "H", "H", "H", "H", "H", "H", "H", "H", "H", "H", "H", "H", "H", "H", "H", "H", "H", "C", "C", "C", "C", "C", "C", "C", "C", "C", "N", "O", "H", "H", "H", "H", "H", "H", "H", "H", "H", "H", "H", "H", "H", "H", "H", "H", "H", "H", "H", "C", "C", "C", "C", "C", "C", "C", "C", "C", "N", "O", "H", "H", "H", "H", "H", "H", "H", "H", "H", "H", "H", "H", "H", "H", "H", "H", "H", "H", "H", "C", "C", "C", "C", "C", "C", "C", "C", "C", "N", "O", "H", "H", "H", "H", "H", "H", "H", "H", "H", "H", "H", "H", "H", "H", "H", "H", "H", "H", "H", "C", "C", "C", "C", "C", "C", "C", "C", "C", "N", "O", "H", "H", "H", "H", "H", "H", "H", "H", "H", "H", "H", "H", "H", "H", "H", "H", "H", "H", "H", "C", "C", "C", "C", "C", "C", "C", "C", "C", "N", "O", "H", "H", "H", "H", "H", "H", "H", "H", "H", "H", "H", "H", "H", "H", "H", "H", "H", "H", "H", "C", "O", "C", "C", "C", "N", "H", "H", "H", "H", "H", "H", "H", "H", "H", "H", "H", "C", "O", "C", "C", "C", "N", "H", "H", "H", "H", "H", "H", "H", "H", "H", "H", "H", "C", "C", "O", "H", "H", "H", "H", "H", "H", "C", "C", "O", "H", "H", "H", "H", "H", "H"],
  "xyz": [[8.34, 0.13, -6.69], [7.54, 0.20, -5.34], [6.17, -0.50, -5.50], [8.36, -0.53, -4.28], [7.82, -0.39, -2.89], [7.89, 1.09, -2.55], [7.06, 2.02, -3.55], [5.54, 1.92, -3.21], [7.49, 3.47, -3.33], [7.40, 1.59, -4.92], [6.75, 2.31, -5.93], [7.83, 0.78, -7.40], [9.38, 0.43, -6.72], [8.11, -0.84, -7.13], [5.51, -0.16, -4.70], [5.82, -0.42, -6.53], [6.37, -1.57, -5.40], [8.59, -1.53, -4.64], [9.41, -0.23, -4.18], [6.80, -0.78, -2.80], [8.37, -0.91, -2.10], [8.93, 1.41, -2.67], [7.54, 1.20, -1.53], [5.11, 0.94, -3.02], [5.04, 2.22, -4.14], [5.12, 2.62, -2.49], [7.05, 4.18, -4.03], [8.57, 3.63, -3.37], [7.11, 3.83, -2.37], [7.39, 2.92, -6.32], [-6.26, 3.45, 5.43], [-5.15, 2.89, 4.55], [-5.41, 1.38, 4.22], [-5.25, 3.64, 3.15], [-4.68, 5.05, 3.16], [-3.28, 4.98, 3.80], [-3.15, 4.27, 5.21], [-1.62, 4.10, 5.42], [-3.71, 5.18, 6.32], [-3.79, 2.96, 5.10], [-3.65, 2.27, 6.30], [-6.29, 4.54, 5.44], [-7.25, 3.14, 5.09], [-6.15, 2.96, 6.39], [-6.28, 1.15, 3.61], [-4.60, 0.86, 3.71], [-5.47, 0.93, 5.21], [-4.72, 3.07, 2.39], [-6.30, 3.62, 2.83], [-4.58, 5.48, 2.17], [-5.32, 5.77, 3.67], [-2.82, 5.96, 3.89], [-2.67, 4.45, 3.07], [-1.45, 3.24, 6.06], [-1.36, 5.01, 5.96], [-1.09, 3.85, 4.49], [-3.07, 6.06, 6.40], [-3.72, 4.64, 7.27], [-4.68, 5.64, 6.14], [-2.83, 1.78, 6.14], [1.65, 10.52, -3.13], [1.26, 10.27, -1.64], [1.79, 11.39, -0.70], [-0.29, 10.33, -1.57], [-0.93, 9.01, -2.05], [-0.36, 7.85, -1.25], [1.12, 7.66, -1.38], [1.51, 6.74, -0.25], [1.44, 7.03, -2.73], [1.83, 8.92, -1.22], [3.21, 8.87, -1.26], [1.18, 9.78, -3.79], [1.39, 11.54, -3.41], [2.73, 10.50, -3.19], [2.88, 11.46, -0.66], [1.30, 12.36, -0.78], [1.57, 11.14, 0.34], [-0.58, 10.44, -0.52], [-0.60, 11.22, -2.11], [-2.00, 9.16, -1.91], [-0.63, 8.92, -3.09], [-0.85, 6.94, -1.61], [-0.76, 7.84, -0.24], [1.17, 5.71, -0.30], [1.14, 7.12, 0.70], [2.60, 6.75, -0.22], [2.48, 6.71, -2.78], [1.25, 7.72, -3.55], [0.84, 6.15, -2.96], [3.35, 8.60, -2.17], [6.45, -7.39, -0.44], [5.57, -6.76, -1.55], [6.46, -5.96, -2.57], [4.96, -8.02, -2.19], [3.81, -7.68, -3.14], [2.68, -6.90, -2.37], [3.23, -5.64, -1.58], [3.38, -4.42, -2.44], [2.17, -5.36, -0.47], [4.50, -5.92, -0.87], [5.00, -4.95, -0.08], [5.88, -7.94, 0.32], [7.08, -8.16, -0.88], [7.11, -6.60, -0.08], [7.09, -6.66, -3.12], [5.93, -5.33, -3.29], [7.14, -5.30, -2.04], [5.69, -8.55, -2.80], [4.50, -8.71, -1.47], [4.21, -7.06, -3.95], [3.48, -8.64, -3.53], [2.03, -7.56, -1.80], [2.07, -6.54, -3.20], [2.45, -3.88, -2.66], [3.93, -4.54, -3.38], [3.94, -3.65, -1.90], [1.12, -5.27, -0.75], [2.55, -4.52, 0.12], [2.03, -6.16, 0.26], [4.91, -5.37, 0.77], [7.41, 3.96, 7.42], [6.83, 2.62, 7.89], [7.77, 1.94, 8.93], [5.49, 2.71, 8.68], [4.28, 3.12, 7.86], [4.13, 2.07, 6.81], [5.39, 1.85, 5.91], [5.23, 0.54, 5.11], [5.31, 3.06, 4.87], [6.58, 1.76, 6.73], [7.73, 1.50, 5.94], [8.40, 3.98, 6.96], [6.77, 4.51, 6.73], [7.43, 4.65, 8.26], [8.67, 1.71, 8.37], [8.15, 2.62, 9.69], [7.36, 1.01, 9.33], [5.33, 1.73, 9.14], [5.64, 3.38, 9.53], [3.40, 3.04, 8.49], [4.38, 4.12, 7.43], [3.28, 2.29, 6.17], [3.81, 1.13, 7.26], [4.39, 0.56, 4.41], [5.12, -0.29, 5.81], [6.06, 0.39, 4.42], [5.29, 4.09, 5.21], [4.54, 2.97, 4.10], [6.28, 2.99, 4.38], [7.78, 0.54, 5.98], [-9.77, -4.19, -2.06], [-10.33, -5.13, -0.96], [-10.13, -4.46, 0.43], [-11.84, -5.26, -1.23], [-12.53, -6.34, -0.33], [-11.89, -7.70, -0.51], [-10.38, -7.64, -0.30], [-10.04, -7.67, 1.27], [-9.83, -8.92, -0.92], [-9.71, -6.48, -1.02], [-8.34, -6.41, -0.92], [-10.00, -4.67, -3.01], [-10.12, -3.17, -1.94], [-8.69, -4.25, -1.92], [-10.65, -3.51, 0.54], [-10.41, -5.09, 1.27], [-9.07, -4.22, 0.52], [-12.31, -4.28, -1.22], [-11.98, -5.58, -2.26], [-12.46, -6.08, 0.72], [-13.58, -6.39, -0.61], [-11.96, -8.00, -1.55], [-12.33, -8.51, 0.08], [-9.15, -7.10, 1.53], [-9.87, -8.69, 1.61], [-10.85, -7.33, 1.92], [-8.78, -8.92, -0.62], [-9.93, -8.90, -2.00], [-10.40, -9.80, -0.61], [-8.19, -6.22, -1.85], [-1.35, -4.29, -6.25], [-1.86, -5.43, -6.91], [-1.00, -5.88, -8.01], [-1.65, -7.16, -8.59], [-1.16, -8.35, -7.80], [-1.21, -7.36, -9.97], [-0.31, -4.10, -6.51], [-1.54, -4.39, -5.18], [-1.87, -3.45, -6.70], [-0.90, -5.15, -8.81], [0.06, -6.09, -7.86], [-2.74, -7.13, -8.64], [-1.43, -9.26, -8.33], [-1.71, -8.43, -6.86], [-0.10, -8.38, -7.54], [-1.96, -7.02, -10.55], [-1.22, -8.33, -10.26], [-4.26, -1.19, -0.53], [-3.36, -0.11, -0.34], [-2.05, -0.53, -0.28], [-1.18, 0.63, 0.26], [0.25, 0.34, -0.22], [-1.16, 0.72, 1.69], [-5.22, -0.75, -0.80], [-4.28, -1.80, 0.37], [-3.90, -1.78, -1.37], [-1.79, -1.47, 0.20], [-1.74, -0.71, -1.31], [-1.57, 1.61, 0.01], [0.61, -0.60, 0.20], [0.86, 1.15, 0.17], [0.52, 0.40, -1.28], [-2.09, 0.66, 2.08], [-0.77, 1.62, 1.92], [-2.10, -3.19, 6.20], [-0.89, -2.58, 5.50], [-0.93, -1.22, 5.82], [-2.06, -4.28, 6.19], [-3.05, -2.80, 5.85], [-2.05, -2.81, 7.22], [-0.99, -2.72, 4.42], [0.00, -3.12, 5.82], [-0.70, -0.68, 5.06], [-5.19, 4.74, -2.40], [-6.24, 3.61, -2.56], [-5.68, 2.41, -2.98], [-4.35, 4.42, -1.78], [-5.70, 5.62, -2.00], [-4.81, 5.06, -3.37], [-6.99, 3.92, -3.28], [-6.67, 3.37, -1.59], [-5.09, 2.09, -2.30]],
  "e_tot_ev": -103224.7682,
  "orbital_gap_ev": 8.1
}

Entry 2:
{
  "formula": "C66H150BN10O24",
  "method": "the ωB97M-V functional and the def2-TZVPD basis",
  "species": ["O", "C", "O", "B", "O", "C", "O", "O", "C", "O", "C", "O", "O", "C", "C", "C", "C", "C", "C", "N", "O", "C", "C", "C", "H", "H", "H", "H", "H", "H", "H", "H", "H", "H", "H", "H", "H", "H", "H", "H", "H", "H", "H", "C", "C", "C", "C", "C", "C", "N", "O", "C", "C", "C", "H", "H", "H", "H", "H", "H", "H", "H", "H", "H", "H", "H", "H", "H", "H", "H", "H", "H", "H", "C", "O", "C", "C", "N", "C", "C", "O", "C", "H", "H", "H", "H", "H", "H", "H", "H", "H", "H", "H", "H", "H", "H", "H", "C", "O", "C", "C", "N", "C", "C", "O", "C", "H", "H", "H", "H", "H", "H", "H", "H", "H", "H", "H", "H", "H", "H", "H", "C", "O", "C", "C", "N", "C", "C", "O", "C", "H", "H", "H", "H", "H", "H", "H", "H", "H", "H", "H", "H", "H", "H", "H", "C", "O", "C", "C", "N", "C", "C", "O", "C", "H", "H", "H", "H", "H", "H", "H", "H", "H", "H", "H", "H", "H", "H", "H", "C", "O", "C", "C", "N", "C", "C", "O", "C", "H", "H", "H", "H", "H", "H", "H", "H", "H", "H", "H", "H", "H", "H", "H", "C", "O", "C", "C", "N", "C", "C", "O", "C", "H", "H", "H", "H", "H", "H", "H", "H", "H", "H", "H", "H", "H", "H", "H", "C", "C", "C", "O", "C", "N", "H", "H", "H", "H", "H", "H", "H", "H", "H", "H", "H", "C", "C", "C", "O", "C", "N", "H", "H", "H", "H", "H", "H", "H", "H", "H", "H", "H"],
  "xyz": [[-0.86, 0.14, 2.46], [-1.21, 0.62, 1.38], [-0.95, 0.20, 0.17], [-1.64, 1.09, -0.79], [-2.53, 1.92, 0.08], [-2.14, 1.79, 1.34], [-2.69, 2.35, 2.29], [-2.38, 0.36, -1.84], [-2.10, 0.83, -3.05], [-2.61, 0.37, -4.07], [-0.92, 1.78, -2.86], [-0.67, 1.96, -1.57], [-0.36, 2.27, -3.84], [7.81, 3.38, 0.96], [7.74, 4.77, 0.35], [6.22, 5.07, 0.07], [5.45, 5.55, 1.30], [6.16, 6.73, 1.98], [7.68, 6.40, 2.27], [8.42, 5.86, 1.17], [9.77, 5.64, 1.58], [8.34, 7.75, 2.66], [7.70, 5.40, 3.51], [8.36, 4.74, -1.03], [8.86, 3.29, 1.24], [7.68, 2.52, 0.31], [7.30, 3.30, 1.92], [6.29, 5.95, -0.57], [5.65, 4.21, -0.29], [5.19, 4.77, 2.02], [4.42, 5.71, 0.97], [5.55, 6.93, 2.86], [6.22, 7.65, 1.40], [9.21, 7.62, 3.29], [8.48, 8.38, 1.78], [7.67, 8.24, 3.37], [7.88, 6.01, 4.40], [6.81, 4.82, 3.76], [8.52, 4.69, 3.49], [8.40, 5.70, -1.54], [7.76, 4.17, -1.72], [9.41, 4.42, -1.03], [9.66, 4.70, 1.68], [4.60, -5.40, -1.07], [4.66, -5.89, -2.51], [6.11, -5.85, -3.06], [7.09, -6.91, -2.59], [6.49, -8.25, -2.96], [5.07, -8.41, -2.34], [4.19, -7.28, -2.61], [2.89, -7.56, -2.46], [4.60, -9.72, -3.03], [5.24, -8.76, -0.84], [3.73, -5.07, -3.40], [4.03, -6.13, -0.50], [4.09, -4.45, -0.88], [5.60, -5.34, -0.64], [6.18, -5.90, -4.15], [6.66, -4.94, -2.82], [7.29, -6.77, -1.53], [8.06, -6.90, -3.10], [7.24, -8.96, -2.60], [6.52, -8.20, -4.05], [5.30, -10.54, -2.89], [3.82, -10.15, -2.41], [4.32, -9.59, -4.08], [6.05, -9.49, -0.71], [5.52, -7.95, -0.17], [4.30, -9.12, -0.42], [3.62, -5.59, -4.35], [3.93, -4.02, -3.61], [2.73, -5.14, -2.99], [2.66, -7.39, -3.38], [-1.07, 3.64, 11.99], [-1.10, 2.76, 10.89], [0.14, 2.21, 10.48], [0.91, 1.32, 11.53], [0.34, -0.01, 11.62], [-0.84, 0.08, 12.50], [-1.22, -1.46, 12.70], [-2.46, -1.72, 13.31], [-2.62, -3.03, 13.75], [-2.05, 4.12, 12.04], [-0.33, 4.41, 11.76], [-0.77, 3.29, 12.97], [0.83, 3.00, 10.20], [-0.02, 1.85, 9.47], [1.07, 1.79, 12.50], [1.89, 1.02, 11.16], [-0.06, -0.31, 10.74], [-1.61, 0.73, 12.07], [-0.65, 0.53, 13.48], [-0.36, -1.80, 13.27], [-1.19, -2.05, 11.79], [-3.66, -3.28, 13.55], [-2.35, -3.10, 14.80], [-2.01, -3.82, 13.32], [-10.76, -0.74, 9.91], [-10.04, 0.38, 9.44], [-8.65, 0.18, 9.48], [-7.89, 1.27, 8.60], [-8.56, 1.76, 7.36], [-8.80, 0.58, 6.46], [-9.19, 1.05, 5.06], [-10.14, 2.05, 5.01], [-10.58, 2.11, 3.60], [-10.71, -0.81, 11.00], [-10.31, -1.65, 9.50], [-11.82, -0.81, 9.66], [-8.35, -0.78, 9.06], [-8.17, 0.16, 10.45], [-6.93, 0.78, 8.46], [-7.65, 2.14, 9.21], [-7.82, 2.20, 6.84], [-9.70, 0.05, 6.75], [-8.04, -0.19, 6.37], [-9.53, 0.14, 4.57], [-8.29, 1.31, 4.51], [-11.36, 2.84, 3.83], [-11.03, 1.15, 3.35], [-9.91, 2.60, 2.89], [-2.62, -11.78, 0.41], [-2.24, -11.10, 1.64], [-3.27, -10.20, 2.12], [-3.05, -8.82, 1.47], [-4.13, -7.84, 1.99], [-4.24, -6.77, 1.05], [-5.21, -5.68, 1.52], [-6.45, -6.15, 2.05], [-7.52, -6.38, 1.10], [-2.94, -11.18, -0.45], [-3.42, -12.52, 0.38], [-1.74, -12.35, 0.10], [-3.16, -10.12, 3.20], [-4.33, -10.40, 2.01], [-3.38, -8.91, 0.44], [-2.10, -8.28, 1.52], [-4.98, -8.36, 2.17], [-4.52, -7.15, 0.07], [-3.26, -6.31, 0.90], [-5.49, -4.84, 0.88], [-4.82, -5.22, 2.43], [-8.00, -7.31, 1.39], [-7.22, -6.42, 0.06], [-8.20, -5.53, 1.23], [-4.52, 13.21, 2.38], [-5.63, 12.31, 2.05], [-5.89, 12.27, 0.59], [-5.45, 10.96, 0.09], [-5.85, 9.74, 0.93], [-4.66, 8.90, 1.18], [-3.56, 9.55, 2.04], [-4.24, 10.17, 3.17], [-3.49, 9.95, 4.36], [-3.69, 13.21, 1.67], [-3.98, 13.02, 3.30], [-4.98, 14.20, 2.37], [-5.43, 13.15, 0.14], [-6.95, 12.42, 0.41], [-4.39, 10.96, -0.18], [-5.79, 10.91, -0.94], [-6.49, 9.28, 0.31], [-4.12, 8.60, 0.28], [-5.00, 8.04, 1.75], [-3.00, 10.40, 1.64], [-2.83, 8.82, 2.39], [-3.64, 8.95, 4.77], [-3.66, 10.70, 5.13], [-2.44, 10.23, 4.25], [1.30, 14.88, -3.22], [1.16, 13.52, -3.63], [1.53, 13.30, -4.96], [1.72, 11.81, -5.13], [1.61, 11.42, -6.60], [2.00, 9.96, -6.83], [3.54, 9.84, -6.53], [4.33, 10.70, -7.34], [4.33, 10.49, -8.74], [2.30, 15.26, -3.00], [0.91, 14.87, -2.21], [0.76, 15.54, -3.89], [2.55, 13.67, -5.10], [0.89, 13.68, -5.75], [1.05, 11.33, -4.41], [2.73, 11.67, -4.73], [2.30, 11.86, -7.19], [1.70, 9.87, -7.88], [1.34, 9.19, -6.43], [3.86, 8.81, -6.68], [3.78, 10.16, -5.52], [4.65, 9.51, -9.10], [4.98, 11.21, -9.23], [3.30, 10.52, -9.12], [-0.26, -9.84, -14.01], [0.05, -11.22, -13.77], [-0.74, -12.08, -12.89], [-0.40, -11.89, -11.33], [-1.22, -10.88, -10.65], [-1.24, -10.92, -9.20], [-2.09, -9.77, -8.63], [-1.45, -8.51, -8.74], [-2.30, -7.49, -8.36], [0.55, -9.13, -13.81], [-1.18, -9.59, -13.48], [-0.47, -9.86, -15.07], [-0.26, -13.02, -13.15], [-1.79, -12.19, -13.15], [0.62, -11.53, -11.17], [-0.56, -12.84, -10.82], [-0.99, -9.94, -10.92], [-0.23, -10.85, -8.82], [-1.62, -11.88, -8.84], [-2.23, -10.10, -7.60], [-3.06, -9.56, -9.08], [-2.55, -7.71, -7.33], [-3.10, -7.28, -9.08], [-1.59, -6.66, -8.30], [7.50, -3.36, 7.01], [6.35, -3.45, 8.05], [5.02, -4.07, 7.58], [5.09, -5.46, 7.33], [3.79, -5.93, 7.08], [6.77, -4.29, 9.16], [7.94, -4.34, 6.87], [8.24, -2.60, 7.25], [6.94, -2.96, 6.17], [6.34, -2.55, 8.66], [4.73, -3.67, 6.61], [4.28, -3.84, 8.35], [3.74, -6.92, 6.60], [3.41, -5.17, 6.39], [3.22, -5.93, 8.01], [6.60, -5.25, 8.88], [6.08, -4.02, 9.84], [-1.41, -2.86, -13.29], [-1.97, -1.40, -12.99], [-1.63, -0.30, -13.98], [-0.23, -0.05, -14.23], [0.58, 0.32, -13.16], [-3.43, -1.39, -12.82], [-1.68, -3.15, -14.30], [-1.82, -3.60, -12.60], [-0.33, -2.96, -13.14], [-1.56, -1.05, -12.04], [-2.04, 0.57, -13.47], [-2.20, -0.24, -14.91], [1.64, 0.38, -13.42], [0.37, -0.56, -12.55], [0.16, 1.16, -12.59], [-3.98, -1.18, -13.64], [-3.66, -0.84, -12.00]],
  "e_tot_ev": -135576.4263,
  "orbital_gap_ev": 8.3,
  "charge": -1,
  "de_lowest_ev": 8.748
}